Record 1
116
Properties=species:S:1:pos:R:3:forces:R:3 method="wB97M-V/def2-TZVPD" e_above_lowest_ev=0.171 gap_ev=8.29 energy_ha=-8290.2925
Y 0.87306 0.72704 2.71697 0.3 0.3 0.8
C -0.01707 6.43154 1.23896 0.0 0.0 0.0
C 0.62098 5.49351 0.25078 0.0 0.0 0.0
C 1.97829 5.19775 0.31431 0.0 0.0 0.0
C 2.57081 4.29424 -0.55723 0.0 0.0 0.0
C 4.05427 4.05044 -0.50145 0.0 0.0 0.0
C 1.76613 3.64380 -1.50235 0.0 0.0 0.0
C 0.41827 3.98329 -1.63479 0.0 0.0 0.0
C -0.44805 3.37683 -2.70386 0.0 0.0 0.0
C -0.13660 4.90003 -0.74820 0.0 0.0 0.0
C 2.35087 2.57635 -2.36585 0.0 0.0 0.0
C 3.02118 2.93151 -3.52952 0.0 0.0 0.0
C 3.58813 1.96448 -4.34272 0.0 0.0 0.0
C 3.49346 0.63088 -3.98825 0.0 0.0 0.0
C 2.82405 0.24394 -2.82835 0.0 0.0 0.0
C 2.23399 1.21915 -2.01953 0.1 0.0 0.0
Ge 1.52505 0.78853 -0.24215 0.0 0.0 -0.2
S 2.97589 1.36034 1.27511 0.0 -0.1 -0.1
S 0.86329 -1.29477 0.43285 0.0 -0.2 -0.1
Ge -1.24014 -0.53743 0.92886 -0.1 -0.1 -0.1
S -1.41873 -0.46716 3.09554 -0.2 -0.2 -0.1
S -0.56555 1.57474 0.33451 0.0 0.1 -0.2
C -2.76389 -1.40320 0.05232 0.0 0.0 0.0
C -2.93314 -2.78148 0.27612 0.0 0.0 0.0
C -4.02352 -3.43931 -0.28119 0.0 0.0 0.0
C -4.96066 -2.74802 -1.02971 0.0 0.0 0.0
C -4.82085 -1.38366 -1.20405 0.0 0.0 0.0
C -3.73792 -0.69357 -0.66111 0.0 0.0 0.0
C -3.74397 0.79008 -0.83791 0.0 0.0 0.0
C -4.08631 1.63234 0.22179 0.0 0.0 0.0
C -4.39224 1.12456 1.60745 0.0 0.0 0.0
C -4.17526 3.00495 -0.00958 0.0 0.0 0.0
C -3.97981 3.55051 -1.26562 0.0 0.0 0.0
C -4.09631 5.03059 -1.50721 0.0 0.0 0.0
C -3.66260 2.68896 -2.31200 0.0 0.0 0.0
C -3.52075 1.32527 -2.11655 0.0 0.0 0.0
C -3.11365 0.45148 -3.27538 0.0 0.0 0.0
C -1.99692 -3.57759 1.12757 0.0 -0.1 0.0
C -2.24514 -3.74264 2.49092 0.0 0.0 0.0
C -3.47215 -3.18439 3.16084 0.0 0.0 0.0
C -1.34880 -4.49388 3.24903 0.0 0.0 0.0
C -0.23779 -5.09668 2.68414 0.0 0.0 0.0
C 0.73207 -5.88817 3.51901 0.0 0.0 0.0
C -0.04737 -4.97425 1.31028 0.0 0.0 0.0
C -0.91807 -4.23837 0.52356 0.0 0.0 0.0
C -0.73724 -4.19423 -0.96547 0.0 0.0 0.0
C 2.80601 -1.21260 -2.50794 0.0 0.0 0.1
C 1.82708 -2.03758 -3.05780 0.0 0.0 -0.1
C 0.67193 -1.48039 -3.84643 0.0 0.0 0.0
C 1.90363 -3.40894 -2.83767 0.0 0.0 0.0
C 2.88804 -3.96638 -2.03871 0.0 0.0 0.0
C 2.94418 -5.44987 -1.79161 0.0 0.0 0.0
C 3.83990 -3.12034 -1.47811 0.0 0.0 0.0
C 3.83244 -1.75437 -1.72021 0.0 0.0 0.0
C 4.92620 -0.88071 -1.16490 0.0 0.0 0.0
H 0.71089 6.79872 1.96122 0.0 0.0 0.0
H -0.81269 5.92748 1.79097 0.0 0.0 0.0
H -0.46111 7.29230 0.73531 0.0 0.0 0.0
H 2.59045 5.67230 1.07348 0.0 0.0 0.0
H 4.47257 4.44395 0.42412 0.0 0.0 0.0
H 4.55491 4.54361 -1.33885 0.0 0.0 0.0
H 4.29119 2.98882 -0.55476 0.0 0.0 0.0
H 0.11122 2.72357 -3.37139 0.0 0.0 0.0
H -0.90623 4.16241 -3.30947 0.0 0.0 0.0
H -1.25232 2.79527 -2.25531 0.0 0.0 0.0
H -1.19489 5.13200 -0.82763 0.0 0.0 0.0
H 3.09393 3.98077 -3.78970 0.0 0.0 0.0
H 4.10908 2.25110 -5.24762 0.0 0.0 0.0
H 3.94339 -0.13590 -4.60764 0.0 0.0 0.0
H -4.13690 -4.50202 -0.10222 0.0 0.0 0.0
H -5.81238 -3.26626 -1.45188 0.0 0.0 0.0
H -5.56976 -0.82318 -1.75066 0.0 0.0 0.0
H -4.50324 0.04239 1.64361 0.0 0.0 0.0
H -5.31824 1.57194 1.97193 0.0 0.0 0.0
H -3.59943 1.39239 2.30914 0.0 0.0 0.0
H -4.42608 3.65686 0.82132 0.0 0.0 0.0
H -4.22185 5.57541 -0.57189 0.0 0.0 0.0
H -4.95120 5.25786 -2.14718 0.0 0.0 0.0
H -3.20566 5.41561 -2.00822 0.0 0.0 0.0
H -3.48660 3.09860 -3.30187 0.0 0.0 0.0
H -2.54894 1.03131 -4.00603 0.0 0.0 0.0
H -3.98295 0.02975 -3.78581 0.0 0.0 0.0
H -2.49627 -0.38594 -2.95055 0.0 0.0 0.0
H -3.95412 -2.41173 2.56525 0.0 0.0 0.0
H -3.21518 -2.74992 4.12575 0.0 0.0 0.0
H -4.20051 -3.98190 3.33090 0.0 0.0 0.0
H -1.52966 -4.60166 4.31368 0.0 0.0 0.0
H 0.47838 -5.83349 4.57711 0.0 0.0 0.0
H 1.75007 -5.51473 3.39333 0.0 0.0 0.0
H 0.73354 -6.94008 3.22673 0.0 0.0 0.0
H 0.79940 -5.46489 0.84035 0.0 0.0 0.0
H 0.14070 -4.76666 -1.25222 0.0 0.0 0.0
H -0.60864 -3.17333 -1.33137 0.0 0.0 0.0
H -1.60825 -4.61482 -1.47385 0.0 0.0 0.0
H 0.90039 -0.51404 -4.29304 0.0 0.0 0.0
H -0.19093 -1.33940 -3.18738 0.0 0.0 0.0
H 0.36941 -2.16558 -4.63905 0.0 0.0 0.0
H 1.16644 -4.05334 -3.30261 0.0 0.0 0.0
H 2.06622 -5.95320 -2.19707 0.0 0.0 0.0
H 2.99858 -5.66735 -0.72318 0.0 0.0 0.0
H 3.82653 -5.89187 -2.25854 0.0 0.0 0.0
H 4.62263 -3.53918 -0.85375 0.0 0.0 0.0
H 5.56359 -1.44974 -0.48910 0.0 0.0 0.0
H 4.52546 -0.02987 -0.61187 0.0 0.0 0.0
H 5.55144 -0.47981 -1.96615 0.0 0.0 0.0
S 0.74364 2.69324 4.48612 0.0 0.1 0.1
C 1.64208 1.51091 5.40957 0.0 0.0 0.0
C 2.07176 1.75521 6.72362 0.0 0.0 0.0
C 2.77156 0.78255 7.39607 0.0 0.0 0.0
C 3.05066 -0.43696 6.77374 0.0 0.0 0.0
C 2.60393 -0.61577 5.48827 0.0 0.0 0.0
N 1.92116 0.32650 4.82302 0.0 0.0 0.0
H 1.83994 2.70721 7.17856 0.0 0.0 0.0
H 3.10581 0.96329 8.41006 0.0 0.0 0.0
H 3.59817 -1.21988 7.27722 0.0 0.0 0.0
H 2.78626 -1.53804 4.94988 0.0 0.0 0.0

Record 2
10
Properties=species:S:1:pos:R:3:forces:R:3 method="wB97M-V/def2-TZVPD" e_above_lowest_ev=1.097 total_charge=-1 gap_ev=8.67 energy_ha=-304.9672
C 1.08066 -0.07097 -1.21436 0.5 0.3 2.0
O 1.68071 0.19744 0.06235 0.4 0.3 0.6
H 1.10876 0.87229 -1.77283 0.2 -0.4 -0.5
H 1.69897 -0.89865 -1.59776 -0.6 0.3 -0.7
H 0.03994 -0.32418 -1.01745 0.0 -0.4 -0.4
O -2.63775 -0.16019 1.96527 -0.1 -0.1 0.0
C -1.68904 0.03858 1.20375 0.8 0.1 -0.3
O -0.56787 -0.53902 1.09839 -0.6 -0.4 0.8
H -1.76131 0.87245 0.45966 -0.5 0.3 -0.1
H 1.04694 0.01225 0.81298 -0.1 0.0 -1.5

Record 3
60
Properties=species:S:1:pos:R:3:forces:R:3 method="wB97M-V/def2-TZVPD" total_charge=-1 gap_ev=5.59 energy_ha=-12565.4292
Bi -2.66150 -1.03587 0.31197 0.0 0.1 0.0
S 1.01136 -5.56820 -4.31867 0.0 0.0 0.0
C 0.22264 -7.08346 -4.20345 0.0 0.0 0.0
C -0.78425 -7.05660 -3.29049 0.0 0.0 0.0
C -0.92438 -5.78800 -2.66646 -0.1 -0.1 0.1
C -0.01821 -4.87297 -3.11646 0.0 0.0 0.0
C 0.13335 -3.48369 -2.67841 0.0 0.0 0.0
C -0.96159 -2.83049 -2.07242 0.0 0.0 0.0
N -0.92060 -1.59196 -1.63473 0.1 0.0 -0.1
C 0.22619 -0.88114 -1.76403 -0.1 0.0 0.1
C 1.37937 -1.45203 -2.31464 0.0 0.1 0.0
C 2.60178 -0.69728 -2.34445 0.0 0.0 0.0
C 2.66284 0.55371 -1.84613 0.0 0.0 0.0
C 1.49126 1.18309 -1.30409 0.0 0.0 0.0
C 1.50569 2.48380 -0.77725 0.0 0.0 0.1
C 0.35342 3.05009 -0.27886 0.0 0.0 0.0
C -0.82447 2.27538 -0.36377 0.0 0.0 0.0
N -0.86497 1.05698 -0.84394 0.1 0.0 0.0
C 0.27319 0.48753 -1.28990 -0.1 0.0 0.0
C 0.30811 4.38333 0.33237 0.1 0.0 0.1
C -0.72494 4.95704 1.02014 -0.1 0.0 0.1
C -0.40635 6.24797 1.52244 0.0 0.0 0.0
C 0.86264 6.62903 1.21959 0.0 0.0 0.0
S 1.68658 5.42246 0.33190 0.0 0.0 -0.1
C 1.30631 -2.77372 -2.77855 0.0 -0.1 0.0
H 0.54412 -7.90847 -4.82020 0.0 0.0 0.0
H -1.41338 -7.90258 -3.05010 0.0 0.0 0.0
H -1.66065 -5.60542 -1.88989 0.0 0.0 0.0
H -1.89716 -3.36421 -1.93240 0.0 0.0 0.0
H 3.48492 -1.16946 -2.75973 0.0 0.0 0.0
H 3.59495 1.10642 -1.84740 0.0 0.0 0.0
H 2.44595 3.02602 -0.74833 0.0 0.0 0.0
H -1.76638 2.67857 -0.00319 0.0 0.0 0.0
H -1.66624 4.45635 1.21799 0.0 0.0 0.0
H -1.08501 6.84792 2.11171 0.0 0.0 0.0
H 1.36770 7.54246 1.49167 0.0 0.0 0.0
H 2.19695 -3.23746 -3.18891 0.0 0.0 0.0
Se -3.77025 -6.89045 -0.04142 0.0 0.1 0.0
Sb -4.53366 -4.73917 0.72821 0.1 0.0 -0.1
Se -5.08874 -1.41617 -0.77426 0.0 0.0 0.0
Se -2.21521 -3.43068 1.15193 0.0 0.0 0.0
Se -4.80974 -3.59184 -1.58993 0.0 0.0 0.0
O -2.97426 2.42570 2.49366 0.1 -0.2 -0.1
C -2.36498 1.35676 2.55292 -0.1 0.1 0.1
O -2.82008 0.17786 2.39400 0.0 0.0 0.0
C -0.85804 1.45747 2.80721 0.0 0.0 -0.1
C 0.00870 0.45136 2.40576 0.1 -0.1 0.0
C 1.37376 0.67783 2.44102 0.0 0.1 0.0
C 1.92024 1.84541 2.93321 0.1 0.0 0.1
C 1.03459 2.79500 3.40154 0.0 0.0 -0.1
C -0.33568 2.63624 3.32134 0.0 0.1 0.1
N 1.58171 4.04170 3.97404 0.1 0.0 0.2
O 2.78793 4.19680 3.94168 -0.1 0.0 -0.1
O 0.80121 4.82445 4.47322 0.0 0.0 -0.1
N 2.28728 -0.34819 1.90056 0.1 -0.1 0.2
O 1.79352 -1.31904 1.36940 -0.1 0.0 -0.1
O 3.48326 -0.16040 2.02752 -0.1 0.1 -0.1
H -0.36363 -0.50270 2.05563 0.0 0.0 0.0
H 2.98642 2.00342 2.96207 0.0 0.0 0.0
H -1.00358 3.42348 3.63779 0.0 0.0 0.0

Record 4
39
Properties=species:S:1:pos:R:3:forces:R:3 method="wB97M-V/def2-TZVPD" e_above_lowest_ev=0.000 gap_ev=8.72 energy_ha=-860.6440
C -4.39114 -1.52881 1.05772 -0.1 0.3 0.1
H -3.83198 -1.54909 1.99063 0.0 -0.1 0.1
H -5.42768 -1.78329 1.26878 -0.1 -0.1 0.0
H -3.97996 -2.28672 0.39537 0.0 -0.1 -0.1
C -4.30460 -0.14184 0.41675 0.0 -0.2 -0.1
C -2.86614 0.25846 0.19806 -0.1 0.2 0.2
C -2.33198 1.36736 0.84088 0.0 -0.2 -0.1
C -1.01722 1.75291 0.65785 0.2 0.2 0.1
C -0.19388 1.01837 -0.18771 -0.4 0.0 0.2
C -0.71911 -0.09698 -0.83757 0.1 0.1 0.0
C -2.03429 -0.46788 -0.64584 0.0 0.1 0.0
H -2.41228 -1.33750 -1.16305 0.0 -0.1 -0.1
H -0.08714 -0.67786 -1.49720 0.1 -0.1 -0.1
N 1.14202 1.34206 -0.43083 0.3 -0.2 -0.3
C 1.92023 2.27892 0.20029 0.2 0.1 -0.2
O 1.52895 3.05440 1.04569 -0.3 0.1 0.3
N 3.21991 2.33486 -0.24560 0.4 0.2 -0.1
H 3.80031 2.88919 0.36490 -0.1 -0.1 0.0
C 3.89779 1.32895 -1.03462 -0.2 0.0 0.0
C 3.86688 -0.03677 -0.38114 -0.1 -0.3 -0.3
N 4.25549 -0.07497 0.88596 0.1 0.5 0.0
C 4.20986 -1.22458 1.53091 0.0 -0.3 0.1
C 3.77638 -2.40749 0.95011 0.0 0.0 -0.1
C 3.38254 -2.37559 -0.37757 0.0 0.0 0.1
C 3.42587 -1.16964 -1.05825 0.1 0.1 0.1
H 3.13003 -1.11064 -2.09622 0.0 0.0 -0.1
H 3.04177 -3.27240 -0.87452 0.0 -0.1 0.0
H 3.75003 -3.32357 1.51844 0.0 -0.1 0.1
H 4.53732 -1.19121 2.56147 0.0 -0.1 0.1
H 4.93746 1.64752 -1.14104 -0.1 0.0 -0.1
H 3.46045 1.28149 -2.03952 0.1 0.0 0.0
H 1.59849 0.73079 -1.08954 0.0 0.1 0.1
H -0.61928 2.61374 1.16758 0.0 0.0 0.0
H -2.95791 1.94930 1.50253 -0.1 0.1 0.1
C -5.09030 -0.10128 -0.89562 0.0 0.1 0.3
H -4.69992 -0.82884 -1.60297 0.0 -0.1 -0.1
H -5.02167 0.88630 -1.34649 0.0 0.1 -0.1
H -6.13893 -0.32792 -0.71458 -0.1 0.0 0.0
H -4.75639 0.58021 1.10601 0.1 0.0 0.0